<i>
ORCA calculation (ωB97M-V with the def2-TZVPD basis set) on the ion C3H9N2O with charge +1.

The geometry in XYZ format:
```
15
C3H9N2O ωB97M-V with the def2-TZVPD basis set
C -0.03 1.21 0.50
C 0.13 -0.24 -0.07
N 0.52 -0.02 -1.43
N -1.03 -1.05 0.16
C 1.08 -0.99 0.82
O 0.75 -2.05 1.30
H -0.55 1.78 -0.31
H 1.05 1.53 0.80
H -0.57 1.27 1.39
H 1.00 0.82 -1.73
H 0.61 -0.77 -2.12
H -1.73 -0.69 0.92
H -0.61 -1.82 0.75
H -1.56 -1.41 -0.69
H 2.13 -0.54 0.88
```

Results
E_HOMO	-14.54	eV
LUMO	-4.0578	eV
orbital gap	10.48	eV
net charge	+1

***

<ii>
ORCA calculation (ωB97M-V with the def2-TZVPD basis set) on the ion C3H9N2O with charge +1.

The geometry in XYZ format:
```
15
C3H9N2O ωB97M-V with the def2-TZVPD basis set
C -1.64 -0.02 -0.37
N -0.37 0.04 0.32
C 0.60 -1.10 -0.19
N 1.87 -0.66 0.17
O 1.83 0.78 -0.25
C 0.41 1.27 0.06
H -1.64 -0.03 -1.44
H -2.35 -0.80 0.05
H -2.06 0.98 -0.05
H -0.47 -0.03 1.40
H 0.51 -1.20 -1.32
H 0.35 -2.08 0.19
H 2.36 -0.75 1.15
H 0.02 1.81 -0.67
H 0.56 1.81 0.95
```

Results
E_HOMO	-14.50	eV
LUMO	-3.6409	eV
orbital gap	10.85	eV
net charge	+1

***

<iii>
ORCA calculation (ωB97M-V with the def2-TZVPD basis set) on the ion C3H9N2O with charge +1.

The geometry in XYZ format:
```
15
C3H9N2O ωB97M-V with the def2-TZVPD basis set
C 0.67 -1.80 0.48
C 0.06 -0.55 -0.10
N -0.81 -0.61 -1.09
O -0.48 0.29 1.33
C 0.46 0.72 0.52
N -0.14 1.95 -0.22
H -0.17 -2.57 0.63
H 1.01 -1.48 1.38
H 1.54 -2.28 -0.10
H -1.31 -1.51 -1.17
H -1.06 0.27 -1.67
H 1.39 0.84 0.88
H 0.02 2.68 0.47
H 0.04 2.30 -1.11
H -1.23 1.77 -0.24
```

Results
E_HOMO	-14.06	eV
LUMO	-3.8253	eV
orbital gap	10.24	eV
net charge	+1

***

Relative energy of each structure, in kcal/mol: <i> 0.0; <ii> 53.0; <iii> 23.3.